The ion C9H13N2S2 with charge +1 at a distorted geometry, computed with ωB97M-V/def2-TZVPD.

Last column: Mulliken charge in e.
Atoms and positions in Å:
C1 -0.01648 -3.54713 2.06101  -0.3769
C2 0.61336 -3.92351 0.94755  -0.2964
C3 0.12714 -1.59967 0.94015  0.0636
C4 -0.16637 2.35315 -2.64364  -0.0058
C5 -0.02157 0.18137 0.47502  0.7550
C6 0.78695 1.90985 -1.85312  0.2935
C7 -1.45716 1.74187 -2.91057  -1.3586
C8 2.05947 2.59558 -1.39026  -1.2415
C9 -0.96771 -1.52980 3.06156  -0.9559
N1 -0.72285 0.85576 1.16959  -0.4672
N2 -0.29619 -2.21994 1.99823  0.0688
S1 0.89566 -2.64925 -0.15733  0.0270
S2 0.67169 0.22814 -1.08862  -0.2174
H1 -0.20810 -4.04866 2.91391  0.4843
H2 0.99716 -5.03330 0.84699  0.3160
H3 0.11181 3.30247 -3.06007  0.3693
H4 -1.45289 1.12658 -3.76758  0.3468
H5 -1.94634 1.39021 -2.06109  0.4115
H6 -2.16686 2.44713 -3.24279  0.4149
H7 2.17391 2.95686 -0.25125  0.2678
H8 2.92685 2.01627 -1.53244  0.3667
H9 2.13852 3.56083 -1.83306  0.3899
H10 -1.56108 -2.21241 3.64114  0.3542
H11 -0.23902 -1.05445 3.79211  0.3151
H12 -1.63153 -0.74907 2.72770  0.3643
H13 -0.64837 1.90112 1.21687  0.3110

The value obtained for the HOMO energy is -12.71 eV. The charge is +1. For the frontier orbital gap, the calculation gives 9.05 eV. The LUMO energy is -3.663 eV. As for the energy above the lowest of the compared OMol25 structures with the same formula, charge and spin: 59.57 kcal per mole.


An isolated molecule of C9H13N3O2Si at a distorted geometry, computed with ωB97M-V/def2-TZVPD.

Last column: Mulliken charge in e.
Atoms and positions in Å:
C1 1.32774 0.97099 -2.30907  -0.6841
O1 1.50061 0.95395 -0.92304  -0.5385
Si1 1.42027 -0.87774 0.20419  0.3950
C2 2.29547 -2.24921 -0.63854  -1.0352
O2 2.17036 -0.44109 1.56935  -0.3188
C3 2.26000 0.64007 2.45722  -0.5876
N1 -0.22452 -1.07211 0.29150  0.9497
N2 -0.81306 -2.29890 0.28262  -0.4089
N3 -2.04775 -2.13602 0.24305  -0.7006
C4 -2.37894 -0.86095 0.17106  0.7466
C5 -3.65749 -0.27385 0.01647  -1.0363
C6 -3.57942 1.13627 -0.06986  -0.2671
C7 -2.42624 1.88111 0.04238  -0.9082
C8 -1.22353 1.26274 0.30992  -0.3980
C9 -1.15946 -0.11715 0.24462  0.3131
H1 0.77642 0.06857 -2.55987  0.2714
H2 2.30223 0.94829 -2.74993  0.2379
H3 1.00082 1.89783 -2.67104  0.2856
H4 2.67611 -2.07800 -1.67392  0.3195
H5 3.07423 -2.54123 -0.01105  0.3453
H6 1.57148 -3.15101 -0.68095  0.3231
H7 1.36149 0.57556 2.98648  0.3165
H8 2.52015 1.63525 1.93772  0.2329
H9 3.08190 0.56726 3.21556  0.2389
H10 -4.47973 -0.86441 0.00096  0.5558
H11 -4.43863 1.68814 -0.26408  0.4166
H12 -2.53377 2.93302 0.01741  0.4160
H13 -0.37673 1.80261 0.56082  0.5194

The value obtained for the HOMO energy is -8.89 eV. The charge is 0. For the frontier orbital gap, the calculation gives 9.27 eV. The LUMO energy is 0.380 eV. As for the energy above the lowest of the compared OMol25 structures with the same formula, charge and spin: 31.98 kcal per mole.